{"formula": "C9H17Cl2N5P", "method": "wB97M-V/def2-TZVPD", "largest_force_ev_per_a": 0.5, "charge": 1, "homo_energy_ev": -12.51, "elements": ["C", "P", "C", "N", "C", "N", "C", "N", "Cl", "N", "C", "C", "C", "Cl", "H", "H", "H", "H", "H", "H", "H", "H", "H", "H", "H", "H", "H", "H", "C", "C", "N", "H", "H", "H"], "coordinates": [[2.3916, 0.4088, 2.5486], [1.2873, 0.9422, 1.2103], [2.4066, 1.1676, -0.2028], [0.5421, -0.6444, 0.8331], [1.0590, -1.8726, 0.9373], [0.2447, -2.8353, 0.5572], [-0.8625, -2.1800, 0.1819], [-1.9546, -2.7832, -0.3090], [-2.0171, -4.4557, -0.4681], [-0.7467, -0.8500, 0.3585], [-1.7652, 0.1665, 0.0647], [-2.0027, 1.1934, 1.1642], [-2.3403, 0.5455, 2.5117], [-1.4599, 1.3121, 3.8593], [3.0758, 1.2375, 2.7298], [2.9670, -0.4962, 2.3615], [1.7850, 0.2628, 3.4430], [2.7317, 2.2076, -0.1342], [3.2833, 0.5196, -0.2275], [1.8279, 1.0545, -1.1168], [2.0585, -2.0395, 1.2954], [-2.7814, -2.2875, -0.5866], [-1.5588, 0.6235, -0.8999], [-2.6906, -0.3973, -0.0450], [-2.8447, 1.8025, 0.8346], [-1.1601, 1.8654, 1.2751], [-3.3963, 0.6430, 2.7430], [-2.0946, -0.5156, 2.5310], [0.8254, 1.0483, -5.0388], [0.3868, 0.6404, -3.7105], [0.0351, 0.3182, -2.6632], [0.2103, 1.8741, -5.3910], [1.8655, 1.3667, -5.0020], [0.7318, 0.2119, -5.7288]], "atomic_forces_ev_per_a": [[-0.2, -0.2, 0.1], [-0.1, 0.5, 0.0], [0.1, -0.1, 0.0], [0.0, -0.5, 0.0], [-0.1, 0.0, -0.2], [0.0, 0.2, 0.0], [0.1, 0.1, 0.1], [0.0, 0.0, 0.0], [0.0, 0.0, 0.0], [0.0, -0.2, 0.0], [-0.1, 0.1, 0.1], [-0.2, -0.1, 0.2], [-0.1, 0.0, -0.1], [0.1, 0.0, 0.0], [0.0, 0.0, 0.0], [0.1, 0.1, -0.1], [0.1, 0.0, 0.1], [0.1, 0.0, -0.1], [-0.1, -0.1, 0.0], [0.0, 0.0, -0.1], [0.1, 0.0, 0.0], [0.0, 0.0, -0.1], [0.2, 0.1, 0.0], [0.0, -0.1, 0.0], [0.0, 0.0, 0.0], [0.0, 0.0, 0.0], [0.0, 0.0, 0.0], [0.1, 0.0, 0.0], [0.0, 0.0, 0.0], [-0.1, -0.1, 0.3], [0.1, 0.1, -0.3], [0.0, 0.0, 0.0], [0.0, 0.0, 0.0], [0.0, 0.0, 0.0]]}

{"formula": "C9H17EuNO4", "method": "wB97M-V/def2-TZVPD", "largest_force_ev_per_a": 4.0, "spin_multiplicity": 7, "charge": 3, "homo_energy_ev": [-19.88, -19.82], "elements": ["C", "C", "O", "C", "O", "C", "O", "C", "C", "C", "C", "O", "C", "N", "H", "H", "H", "H", "H", "H", "H", "H", "H", "H", "H", "H", "H", "H", "H", "H", "H", "Eu"], "coordinates": [[3.3127, 1.6680, 0.7757], [3.3641, 0.8933, -0.5652], [2.9180, -0.4303, -0.3633], [1.6777, -0.8768, -0.7607], [1.7776, -2.2397, -0.9439], [0.4999, -2.7705, -0.6865], [-0.0501, -3.4996, -1.4130], [0.0789, -2.0814, 0.5815], [0.5018, -0.6260, 0.3556], [-0.5471, 0.3107, -0.2368], [-1.7648, 0.7321, 0.6344], [-1.9612, 2.1159, 0.6582], [-3.0723, 0.0238, 0.1560], [-3.5348, 0.2136, -1.1658], [3.7246, 2.6500, 0.5443], [2.2878, 1.7743, 1.1211], [3.9271, 1.1908, 1.5339], [2.8277, 1.3719, -1.3826], [4.4282, 0.7811, -0.8139], [1.3847, -0.4130, -1.7173], [-0.9608, -2.2468, 0.8564], [0.7147, -2.5020, 1.3635], [0.9371, -0.2360, 1.2740], [-0.0592, 1.2553, -0.4869], [-0.9041, -0.1069, -1.1821], [-1.5038, 0.5072, 1.6942], [-2.3849, 2.4615, -0.1397], [-3.8939, 0.3661, 0.7993], [-2.9686, -1.0654, 0.3218], [-3.0372, -0.2823, -1.8916], [-3.7545, 1.1568, -1.4556], [-3.9651, -0.0957, 2.5352]], "atomic_forces_ev_per_a": [[0.0, 0.0, 0.0], [0.2, 0.0, -0.4], [0.0, 0.1, 0.7], [-0.2, -0.4, -0.4], [0.0, 0.4, -0.3], [0.0, 0.2, 0.1], [-0.2, -0.5, -0.1], [0.2, 0.1, 0.4], [0.1, -0.2, 0.2], [0.0, 0.2, -0.2], [0.2, -0.1, -0.3], [-0.4, 0.1, 0.5], [0.7, -0.3, -1.0], [0.1, 0.1, -0.1], [0.0, 0.0, 0.0], [-0.1, 0.0, 0.0], [0.0, 0.0, 0.0], [-0.2, 0.0, 0.1], [0.0, -0.1, 0.0], [0.1, 0.3, 0.1], [-0.1, 0.0, -0.2], [-0.2, -0.1, 0.1], [0.1, 0.2, -0.1], [0.0, 0.0, 0.0], [0.0, 0.0, 0.0], [-0.1, -0.3, 0.0], [0.2, 0.0, -0.2], [-0.1, 1.0, -2.9], [-0.1, -0.1, 0.0], [-0.1, -0.1, 0.0], [-0.1, 0.0, 0.0], [-0.5, -0.6, 4.0]]}

{"formula": "C9H17F7NO12PS", "method": "wB97M-V/def2-TZVPD", "largest_force_ev_per_a": 2.1, "smiles": "N=P(O)(O)C1=CC(=O)C=C(S(=O)(=O)C(F)(F)C(F)(F)C(F)(F)F)C1=O.O.O.O.O.O.O", "charge": 0, "homo_energy_ev": -9.01, "elements": ["N", "P", "O", "O", "C", "C", "C", "O", "C", "C", "S", "O", "O", "C", "F", "F", "C", "F", "F", "C", "F", "F", "F", "C", "O", "H", "H", "H", "H", "H", "O", "H", "H", "O", "H", "H", "O", "H", "H", "O", "H", "H", "O", "H", "H", "O", "H", "H"], "coordinates": [[-1.3848, 1.2813, 3.2505], [-1.5621, 1.5235, 1.7367], [-2.6844, 0.5435, 1.1242], [-1.9527, 3.0428, 1.3948], [-0.0780, 1.1966, 0.7524], [0.4045, 2.1376, -0.0639], [1.6347, 1.8175, -0.8152], [2.4155, 2.6643, -1.1967], [1.9271, 0.3824, -1.0919], [1.4414, -0.5479, -0.2876], [1.7473, -2.2650, -0.5547], [3.0855, -2.4550, -1.0229], [1.3647, -2.9918, 0.6044], [0.5987, -2.8531, -1.8918], [1.0710, -4.0532, -2.2123], [-0.6152, -3.0058, -1.3733], [0.5398, -2.0140, -3.2010], [0.2344, -2.8599, -4.1898], [1.7318, -1.5002, -3.4876], [-0.5625, -0.9006, -3.1956], [-0.1287, 0.1448, -3.9000], [-0.8379, -0.4820, -1.9659], [-1.6557, -1.3572, -3.7787], [0.6239, -0.1129, 0.8955], [0.5415, -0.7549, 1.9163], [-1.5431, 2.1229, 3.7883], [-2.2581, -0.2059, 0.6849], [-2.9130, 3.0745, 1.3145], [-0.0630, 3.0933, -0.1682], [2.5549, 0.1584, -1.9372], [4.7856, -2.2222, 1.3188], [5.2487, -3.0422, 1.5071], [4.3681, -2.3680, 0.4592], [0.0763, 4.0714, -2.4355], [-0.0787, 4.0582, -3.3845], [1.0206, 4.2447, -2.3461], [0.6735, 4.8488, 1.0522], [1.6005, 4.7885, 1.3059], [0.5543, 5.7721, 0.8091], [-2.8720, -1.7010, 0.0793], [-3.5353, -2.1097, 0.6483], [-2.6837, -2.3678, -0.5897], [-3.1598, -0.0952, 5.1282], [-2.7428, 0.1132, 4.2735], [-3.4697, -0.9993, 5.0318], [-1.3617, -2.5884, 2.3371], [-1.6990, -2.5946, 1.4285], [-0.4025, -2.6323, 2.2484]], "atomic_forces_ev_per_a": [[0.0, 0.2, -0.4], [-0.3, -0.6, 2.0], [1.0, 1.5, 0.0], [-0.2, -0.6, -0.8], [-0.3, 0.4, -0.5], [0.0, -1.0, 0.0], [0.4, 0.9, -0.2], [-0.2, -0.2, -0.1], [0.2, -0.1, -0.1], [-0.4, 0.0, 0.1], [1.1, -0.3, 1.3], [-0.1, 0.4, -1.0], [-0.7, -0.2, 0.0], [0.7, 0.3, -0.5], [0.2, -0.3, 0.1], [-0.7, 0.0, 0.2], [-0.6, -0.4, 0.0], [-0.2, -0.2, -0.3], [0.4, 0.4, 0.2], [0.5, 0.3, -0.7], [0.1, 0.1, 0.1], [-0.3, 0.1, 0.2], [-0.4, -0.1, 0.3], [-0.5, -0.4, 1.1], [0.3, 0.4, -0.8], [0.2, 0.0, 0.3], [-0.5, -0.5, -0.2], [-0.2, 0.3, -0.1], [0.1, 0.4, -0.1], [0.3, 0.0, -0.1], [0.0, 0.1, -0.1], [0.0, 0.0, 0.1], [0.1, 0.0, 0.1], [0.0, 0.0, -0.1], [-0.1, 0.0, 0.0], [0.0, 0.0, 0.1], [0.1, 0.2, 0.0], [0.0, 0.0, 0.0], [-0.1, 0.0, 0.0], [-0.1, -0.9, -0.5], [-0.1, 0.2, 0.1], [0.0, 0.1, -0.1], [-0.2, 0.0, -0.2], [0.3, 0.1, 0.2], [0.0, 0.0, 0.0], [-0.3, -0.3, -0.2], [0.4, 0.1, 0.4], [0.0, 0.0, 0.1]]}

{"formula": "C9H17Hg2O7S2", "method": "wB97M-V/def2-TZVPD", "largest_force_ev_per_a": 3.8, "charge": 3, "homo_energy_ev": -17.68, "elements": ["Hg", "Hg", "O", "C", "O", "O", "H", "C", "C", "C", "S", "O", "O", "C", "H", "H", "H", "H", "H", "H", "H", "H", "C", "C", "C", "S", "O", "O", "C", "H", "H", "H", "H", "H", "H", "H", "H"], "coordinates": [[3.0427, 2.9021, 4.8447], [2.5994, 5.0914, 1.8607], [1.4735, 0.5973, 1.1822], [2.0164, 1.6794, 1.8247], [2.2712, 2.6606, 1.1465], [2.2984, 1.6398, 3.0285], [1.5003, 1.2605, 0.4886], [1.6420, -3.0743, -1.6585], [1.4972, -3.1227, -3.0857], [2.4862, -2.2606, -3.8074], [2.9408, -0.8927, -2.6879], [2.2937, 0.3610, -2.9941], [4.3807, -0.8408, -2.4844], [1.9656, -1.5990, -1.3173], [2.4458, -3.6880, -1.2517], [0.6799, -3.4003, -1.2632], [0.4806, -2.9191, -3.4219], [1.7021, -4.1477, -3.3949], [2.1244, -1.9793, -4.7964], [3.4159, -2.8203, -3.9096], [1.0138, -1.0934, -1.4803], [2.4610, -1.2477, -0.4122], [-2.0063, 1.3458, 0.9486], [-3.3184, 0.9309, 0.2215], [-4.2481, 0.2691, 1.2454], [-3.9754, 1.3209, 2.8280], [-3.9015, 0.5579, 4.0541], [-4.8222, 2.5215, 2.7594], [-2.1736, 1.8351, 2.4436], [-1.3234, 1.9541, 0.3556], [-1.2871, 0.5398, 1.0941], [-3.1620, 0.2732, -0.6335], [-3.9146, 1.7700, -0.1370], [-3.8334, -0.7268, 1.4009], [-5.3296, 0.1616, 1.1622], [-1.5418, 1.2853, 3.1413], [-1.8939, 2.8556, 2.7054]], "atomic_forces_ev_per_a": [[-0.3, 0.3, -1.5], [0.2, -0.9, 0.6], [0.6, 1.7, 1.3], [1.1, -0.7, 3.0], [0.0, 2.4, -2.5], [-0.2, -1.7, 2.7], [-1.2, -1.0, -3.4], [1.4, 0.4, 2.3], [-0.9, -0.4, -2.2], [0.3, -1.6, -1.5], [2.2, 1.4, -0.4], [-0.7, -0.3, -0.1], [-1.6, -0.9, 0.1], [-1.6, 0.0, 1.0], [-0.1, -0.2, -0.2], [0.1, 0.3, 0.8], [0.0, 0.2, 0.1], [0.0, -0.3, -0.5], [0.3, 0.6, 0.1], [0.4, 0.5, 0.0], [0.1, 0.6, 0.3], [-0.1, -0.4, 0.1], [0.6, -0.6, 0.2], [-0.8, 1.5, 1.2], [1.2, -1.2, -0.2], [-1.3, 1.6, 1.6], [0.1, 0.0, -1.2], [1.5, -1.9, -0.6], [1.1, -0.1, -1.0], [-0.8, 1.1, 0.0], [-0.6, -1.0, -0.1], [0.1, -0.3, 0.1], [0.7, 0.5, -0.4], [-0.1, -0.1, 1.1], [0.0, 0.6, -0.3], [-0.5, -0.7, 0.0], [-1.2, 0.4, -0.4]]}

{"formula": "C9H17Li3O5", "method": "wB97M-V/def2-TZVPD", "largest_force_ev_per_a": 5.0, "charge": 2, "homo_energy_ev": -14.75, "elements": ["Li", "Li", "Li", "O", "C", "O", "O", "H", "C", "C", "C", "O", "C", "H", "H", "H", "H", "H", "H", "H", "H", "C", "C", "C", "O", "C", "H", "H", "H", "H", "H", "H", "H", "H"], "coordinates": [[3.0920, -0.3628, -1.4305], [2.5382, -3.0154, -2.3966], [0.6788, -1.3084, -3.4474], [-0.1806, -1.9827, 0.4048], [0.7162, -1.6740, -0.4058], [1.4961, -0.7694, -0.1782], [0.8022, -2.3486, -1.4695], [0.1028, -1.3377, 1.0569], [-1.6818, 1.9873, -4.1389], [-1.8659, 1.8219, -2.6550], [-0.8116, 0.8690, -2.1859], [-0.7566, -0.0034, -3.3828], [-1.5088, 0.5070, -4.5254], [-0.7738, 2.5052, -4.4478], [-2.5491, 2.3589, -4.6847], [-2.7687, 1.2516, -2.4358], [-1.7852, 2.8130, -2.2086], [-1.0470, 0.3183, -1.2751], [0.1888, 1.2891, -2.2896], [-2.5010, 0.0632, -4.6073], [-0.9382, 0.3729, -5.4444], [0.5802, 0.6194, 4.5599], [1.3881, -0.6710, 4.7265], [1.4125, -1.2108, 3.3077], [0.1375, -0.8167, 2.7716], [-0.5003, 0.2419, 3.5287], [1.2859, 1.3669, 4.1976], [0.1376, 1.0232, 5.4705], [0.8919, -1.3802, 5.3890], [2.3948, -0.4125, 5.0548], [1.5037, -2.2959, 3.2599], [2.2615, -0.8166, 2.7494], [-1.3197, -0.2160, 4.0828], [-0.6206, 1.2134, 3.0493]], "atomic_forces_ev_per_a": [[-0.7, 0.7, 1.6], [-0.9, -1.1, 1.0], [-1.9, 0.3, 0.6], [-1.6, -0.8, 0.8], [0.8, -1.0, -2.3], [3.4, 3.0, -0.1], [1.5, -1.6, -4.4], [-1.3, 0.7, 3.2], [0.0, -1.7, -1.2], [-0.1, 1.1, 0.8], [0.6, 0.4, -2.4], [0.8, -2.4, -0.3], [-0.1, 1.3, 0.5], [-0.1, 0.4, 0.3], [0.1, 0.4, 0.3], [-0.6, 0.8, 0.0], [-0.5, -0.3, 0.6], [0.2, 0.0, -0.2], [0.1, 0.4, 1.3], [0.2, -0.5, 0.1], [0.1, -0.2, 0.2], [0.2, -0.5, 0.4], [0.1, 0.3, 0.1], [-0.3, 0.1, 0.7], [-0.1, 0.2, -1.4], [2.2, 0.0, 1.7], [-0.3, 0.2, -0.3], [0.1, -0.2, 0.1], [0.2, 0.1, 0.1], [-0.1, -0.4, 0.3], [-0.3, -0.1, 0.0], [-0.1, 0.4, -0.3], [-0.5, 0.5, -0.6], [-1.0, -0.7, -1.0]]}

{"formula": "C9H17N", "method": "wB97M-V/def2-TZVPD", "largest_force_ev_per_a": 0.8, "smiles": "CC[C@](C)(C=C=N)C(C)C", "charge": 0, "homo_energy_ev": -8.58, "elements": ["C", "C", "C", "C", "C", "C", "N", "C", "C", "C", "H", "H", "H", "H", "H", "H", "H", "H", "H", "H", "H", "H", "H", "H", "H", "H", "H"], "coordinates": [[0.7449, -2.3898, -1.1012], [-0.1211, -1.1657, -1.3782], [-0.4795, -0.2973, -0.1484], [-1.3743, -1.1218, 0.7968], [-1.3253, 0.8445, -0.6796], [-1.2952, 2.1028, -0.3821], [-1.1928, 3.3167, -0.3165], [0.7928, 0.1703, 0.5951], [0.4877, 0.9419, 1.8811], [1.7166, 1.0132, -0.2867], [0.3206, -2.9948, -0.3066], [1.7568, -2.1074, -0.8270], [0.7943, -3.0091, -2.0006], [0.3720, -0.5395, -2.1217], [-1.0591, -1.5114, -1.8221], [-1.8729, -0.4812, 1.5191], [-2.1408, -1.6433, 0.2287], [-0.7885, -1.8596, 1.3404], [-2.0928, 0.5451, -1.3799], [-1.7133, 3.8488, 0.3723], [1.3332, -0.7344, 0.8866], [-0.0890, 1.8412, 1.6715], [1.4152, 1.2243, 2.3562], [-0.0703, 0.3294, 2.5810], [2.5649, 1.3663, 0.3111], [1.1978, 1.8766, -0.6699], [2.1184, 0.4345, -1.1192]], "atomic_forces_ev_per_a": [[-0.2, 0.1, -0.2], [0.1, 0.0, 0.1], [-0.1, -0.1, 0.1], [0.2, 0.1, 0.0], [0.1, -0.8, -0.1], [-0.2, 0.7, -0.1], [0.2, 0.4, -0.2], [0.0, 0.3, -0.1], [-0.3, -0.3, -0.3], [0.3, -0.5, 0.3], [0.0, -0.2, 0.1], [0.2, 0.0, 0.1], [0.1, 0.0, 0.1], [0.0, 0.0, -0.1], [0.0, 0.1, 0.0], [0.0, 0.0, 0.1], [-0.1, -0.1, -0.1], [0.0, -0.1, 0.1], [-0.2, 0.1, -0.1], [-0.1, -0.3, 0.2], [0.0, -0.1, 0.0], [0.1, 0.0, 0.1], [0.3, 0.2, 0.2], [-0.1, 0.0, 0.2], [-0.1, 0.0, -0.1], [-0.1, 0.3, -0.2], [0.0, 0.1, -0.1]]}